Molecular formula: C4H6N2O2
Method: DFT, ωB97M-V with the def2-TZVPD basis set

Geometry as XYZ:
```
14
C4H6N2O2 ωB97M-V with the def2-TZVPD basis set
C -1.595 0.066 -0.719
C -1.066 -0.194 1.614
C 0.970 0.514 0.434
C 0.772 -0.333 -0.824
N 0.194 0.122 1.609
N -0.527 -0.027 -1.444
O -0.396 0.058 -2.700
O -1.897 -0.693 2.279
H -2.533 0.548 -1.045
H 2.097 0.382 0.548
H 0.669 1.408 0.009
H 1.579 -0.096 -1.480
H 1.018 -1.459 -0.567
H 0.715 -0.296 2.285
```

Values from the calculation:
LUMO = 0.05 eV
calculated total energy = -11314.5974 eV
ΔE to the lowest compared entry with this formula, charge and spin = 148.6 kcal per mole
max |F| = 4.3 eV/A
net charge = 0
gap between HOMO and LUMO = 0.3113 Ha

Here are the natural (NBO) charges for atoms 1 to 6, given in e: atom 1 (C): -0.196, atom 2 (C): 0.832, atom 3 (C): -0.239, atom 4 (C): -0.239, atom 5 (N): -0.635, atom 6 (N): 0.016

***

Molecular formula: C26H24F3N2O3
Method: DFT, ωB97M-V with the def2-TZVPD basis set

Geometry as XYZ:
```
58
C26H24F3N2O3 ωB97M-V with the def2-TZVPD basis set
F 5.792 3.275 -4.254
C 5.674 2.155 -3.483
F 6.228 1.128 -4.193
F 6.436 2.347 -2.363
C 4.253 1.870 -3.121
C 3.857 0.561 -2.886
C 2.552 0.321 -2.451
C 1.642 1.379 -2.336
C 0.197 1.087 -1.977
C -0.629 2.002 -2.771
N -1.218 2.794 -3.379
C 2.052 2.694 -2.602
C 3.354 2.936 -3.065
H 4.558 -0.254 -3.033
H 2.246 -0.692 -2.163
H -0.022 0.035 -2.262
H 1.385 3.561 -2.473
H 3.669 3.921 -3.366
C -6.472 1.215 -1.897
O -5.027 1.372 -1.940
C -4.255 0.955 -0.908
C -2.886 0.902 -1.087
C -1.974 0.599 -0.061
C -0.525 0.561 -0.229
C 0.258 -0.389 0.543
C -0.276 -1.451 1.350
C 0.499 -2.142 2.272
C 1.904 -1.988 2.263
N 2.669 -2.667 3.156
C 4.077 -2.909 2.955
C 2.119 -3.180 4.393
C 2.478 -1.095 1.315
C 1.671 -0.286 0.555
C -2.564 0.376 1.228
C -3.936 0.210 1.425
O -4.373 -0.281 2.607
C -5.613 -0.995 2.748
C -4.853 0.508 0.347
O -6.101 0.348 0.446
H -6.769 1.562 -2.893
H -6.750 0.160 -1.785
H -6.921 1.841 -1.109
H -2.526 1.189 -2.071
H 0.012 1.556 -0.494
H -1.341 -1.662 1.345
H 0.043 -2.852 2.976
H 4.404 -2.543 1.970
H 4.671 -2.418 3.743
H 4.295 -3.987 3.037
H 1.290 -2.553 4.749
H 1.760 -4.217 4.288
H 2.909 -3.179 5.161
H 3.567 -1.001 1.239
H 2.160 0.510 -0.010
H -1.950 0.321 2.117
H -5.716 -1.114 3.828
H -6.442 -0.423 2.334
H -5.539 -1.976 2.271
```

Values from the calculation:
LUMO = 2.21 eV
calculated total energy = -44622.7650 eV
ΔE to the lowest compared entry with this formula, charge and spin = 26.4 kcal per mole
max |F| = 4.5 eV/A
net charge = -1
gap between HOMO and LUMO = 0.1731 Ha

Here are the natural (NBO) charges for atoms 1 to 6, given in e: atom 1 (F): -0.331, atom 2 (C): 0.979, atom 3 (F): -0.333, atom 4 (F): -0.331, atom 5 (C): -0.177, atom 6 (C): -0.189

***

Molecular formula: C20H21BrCoN5O2S5
Method: DFT, ωB97M-V with the def2-TZVPD basis set

Geometry as XYZ:
```
55
C20H21BrCoN5O2S5 ωB97M-V with the def2-TZVPD basis set
Co -1.927 -1.500 0.321
O -2.374 -1.988 -3.635
C -1.806 -0.797 -3.859
C -1.025 -0.632 -5.006
C -0.427 0.579 -5.287
C -0.632 1.664 -4.451
C -1.416 1.514 -3.321
C -1.980 0.291 -2.989
C -2.839 0.133 -1.728
O -2.870 -1.155 -1.271
N -2.358 1.067 -0.686
N -1.904 0.343 0.439
C -1.338 1.031 1.421
C -0.775 0.448 2.537
Br -1.051 -1.524 2.579
C 0.018 0.956 3.554
C 0.900 2.063 3.507
C 1.584 2.433 4.687
C 2.549 3.410 4.690
C 2.874 4.080 3.515
C 2.200 3.754 2.347
C 1.233 2.775 2.334
H -2.716 -1.956 -2.694
H -0.909 -1.481 -5.664
H 0.207 0.683 -6.155
H -0.185 2.622 -4.674
H -1.607 2.364 -2.680
H -3.875 0.437 -2.007
H -3.080 1.731 -0.404
H -1.390 2.116 1.389
H 0.064 0.354 4.453
H 1.346 1.918 5.607
H 3.066 3.650 5.611
H 3.643 4.839 3.508
H 2.442 4.264 1.422
H 0.763 2.507 1.401
S -4.410 -1.698 1.504
S -5.172 -3.214 0.525
S -3.617 -4.630 0.033
S -1.841 -3.739 -0.069
C 3.041 -4.375 0.234
C 3.116 -3.013 0.917
C 2.190 -2.049 0.273
N 0.950 -2.252 0.082
N 0.272 -1.232 -0.438
C 1.013 -0.188 -0.672
N 0.572 0.995 -1.106
S 2.705 -0.432 -0.247
H 3.605 -5.108 0.806
H 3.446 -4.323 -0.775
H 2.003 -4.684 0.174
H 4.134 -2.622 0.892
H 2.807 -3.116 1.962
H -0.415 1.064 -1.329
H 1.197 1.622 -1.577
```

Values from the calculation:
LUMO (alpha / beta) = 1.76 / 1.76 eV
calculated total energy = -194471.7355 eV
ΔE to the lowest compared entry with this formula, charge and spin = 39.5 kcal per mole
max |F| = 2.1 eV/A
net charge = -1
2S+1 = 2
gap between HOMO and LUMO (alpha / beta) = 0.1863 / 0.1876 Ha

Here are the natural (NBO) charges for atoms 1 to 6, given in e: atom 1 (Co): 0.976, atom 2 (O): -0.698, atom 3 (C): 0.417, atom 4 (C): -0.299, atom 5 (C): -0.201, atom 6 (C): -0.282

***

> Which value of calculated total energy does entry 1 give?

-11314.5974 eV